--- P ---
DFT (wB97M-V/def2-TZVPD) results for 2 unconnected molecules or ions with the total composition C2H5NOSi.

The LUMO energy (spin up / spin down) comes out at -0.8 / -0.6 eV. Its HOMO-LUMO gap (spin up / spin down) is 0.362 / 0.265 hartree. Its spin multiplicity is 1.

Last column: natural (NBO) charge in e.
Element x y z (Å)
C 2.86 0.15 -0.11  -0.23
C -0.73 0.70 -0.70  -0.23
N 3.76 0.86 -0.02  -0.26
O 0.05 -0.46 -0.78  -0.90
Si 1.41 -0.98 -0.14  1.32
H -1.58 0.50 -0.04  0.19
H -1.10 0.93 -1.70  0.19
H -0.16 1.54 -0.31  0.18
H 1.53 -2.35 -0.57  -0.17
H 1.09 -0.58 3.04  -0.08


--- Q ---
DFT (wB97M-V/def2-TZVPD) results for 2 unconnected molecules or ions with the total composition C2H5NOSi.

The LUMO energy comes out at -1.0 eV. Its HOMO-LUMO gap is 0.289 hartree. Its spin multiplicity is 1.

Last column: natural (NBO) charge in e.
Element x y z (Å)
C -2.56 -2.57 -0.43  -0.02
C -0.16 0.27 1.07  -0.25
N -3.65 -2.78 0.13  -0.34
O 0.15 0.41 -0.23  -0.91
Si -0.68 0.05 -1.57  1.09
H 0.64 -0.59 1.38  0.19
H -1.25 0.11 1.24  0.18
H 0.00 1.23 1.63  0.19
H -1.87 -1.62 -0.81  0.15
H -0.38 1.00 -2.76  -0.28


The relative energies come out as P 1.4; Q 0.0, with values in kcal/mol.


--- P ---
DFT (wB97M-V/def2-TZVPD) results for 3 unconnected molecules or ions with the total composition C2H10NO3.

The LUMO energy (spin up / spin down) comes out at -0.2 / -0.3 eV. Its HOMO-LUMO gap (spin up / spin down) is 0.118 / 0.264 hartree. Its expectation value of S² is 0.75. Its spin multiplicity is 2.

Last column: natural (NBO) charge in e.
Element x y z (Å)
O -0.64 -2.41 1.99  -0.75
C -1.05 -1.26 2.17  0.02
C -0.39 -0.11 1.32  -0.34
N 0.13 -0.70 0.01  -0.73
H -1.96 -1.14 2.88  0.12
H 0.38 0.38 1.88  0.18
H -1.14 0.68 0.99  0.20
H -0.01 -1.66 0.04  0.44
H 1.17 -0.46 -0.03  0.45
H -0.43 -0.42 -0.76  0.41
H 2.59 -0.17 -2.26  0.48
H 1.83 1.04 -1.68  0.49
O 2.25 0.16 -1.44  -0.97
H -0.74 2.67 -1.33  0.47
H -1.21 1.64 -2.32  0.48
O -0.76 1.77 -1.46  -0.96


--- Q ---
DFT (wB97M-V/def2-TZVPD) results for 3 unconnected molecules or ions with the total composition C2H10NO3.

The LUMO energy (spin up / spin down) comes out at 0.2 / 0.1 eV. Its HOMO-LUMO gap (spin up / spin down) is 0.150 / 0.282 hartree. Its expectation value of S² is 0.75. Its spin multiplicity is 2.

Last column: natural (NBO) charge in e.
Element x y z (Å)
O 2.45 -0.27 -0.31  -0.79
C 1.88 0.88 -0.31  0.00
C 0.49 1.18 0.18  -0.28
N -0.18 -0.06 0.75  -0.72
H 2.25 1.77 -0.86  0.10
H 0.30 1.97 0.90  0.19
H -0.13 1.36 -0.72  0.15
H -1.20 -0.10 0.64  0.44
H 0.24 -0.89 0.28  0.48
H 0.07 -0.12 1.74  0.41
H 1.49 -1.94 -1.05  0.53
H 0.96 -3.23 -0.24  0.49
O 0.76 -2.36 -0.54  -0.99
H -3.51 -0.07 -0.19  0.48
H -2.96 1.29 -0.44  0.48
O -2.90 0.58 0.18  -0.95


The relative energies come out as P 20.0; Q 0.0, with values in kcal/mol.


--- P ---
DFT (wB97M-V/def2-TZVPD) results for 2 unconnected molecules or ions with the total composition C6H10S2.

The LUMO energy comes out at 0.1 eV. Its HOMO-LUMO gap is 0.304 hartree. Its spin multiplicity is 1.

Last column: natural (NBO) charge in e.
Element x y z (Å)
C -0.63 -0.58 0.12  0.18
C 0.36 0.28 -0.14  -0.10
C -2.60 0.11 -0.01  -0.39
C -0.71 -1.97 0.38  -0.74
C 1.72 -0.38 -0.04  -0.64
C 0.29 1.72 -0.44  -0.63
S -3.53 -0.95 -0.77  0.01
S -3.09 1.68 0.57  0.11
H -0.39 -2.44 -0.60  0.23
H -1.78 -2.26 0.58  0.26
H 0.05 -2.27 1.17  0.24
H 2.31 -0.24 0.83  0.22
H 1.75 -1.49 -0.25  0.22
H 2.45 -0.09 -0.85  0.22
H -0.54 2.25 0.01  0.22
H 0.27 2.01 -1.44  0.22
H 1.13 2.16 -0.04  0.21
H -4.25 1.51 -0.11  0.15


--- Q ---
DFT (wB97M-V/def2-TZVPD) results for 3 unconnected molecules or ions with the total composition C6H10S2.

The LUMO energy comes out at -1.3 eV. Its HOMO-LUMO gap is 0.288 hartree. The SMILES is C#CC=S.C=CC.S. Its spin multiplicity is 1.

Last column: natural (NBO) charge in e.
Element x y z (Å)
C 2.19 2.39 -0.25  -0.12
C 2.01 1.25 -0.07  -0.09
C -0.92 -2.88 0.87  -0.66
C -0.93 -1.88 -1.36  -0.39
C 1.69 -0.01 0.23  -0.35
C -0.29 -2.52 -0.38  -0.20
S 2.80 -1.20 0.27  0.10
S -1.37 5.71 -0.07  -0.28
H 2.30 3.25 -0.80  0.23
H -1.23 -3.85 1.08  0.23
H -1.94 -2.36 0.95  0.20
H -0.40 -2.61 1.80  0.22
H -0.37 -1.31 -2.10  0.20
H -1.99 -1.69 -1.30  0.18
H 0.61 -0.14 0.36  0.24
H 0.77 -2.41 -0.37  0.21
H -2.44 5.35 0.63  0.14
H -0.51 4.91 0.51  0.14


--- R ---
DFT (wB97M-V/def2-TZVPD) results for 2 unconnected molecules or ions with the total composition C6H10S2.

The LUMO energy (spin up / spin down) comes out at -0.1 / -0.8 eV. Its HOMO-LUMO gap (spin up / spin down) is 0.284 / 0.275 hartree. Its spin multiplicity is 1.

Last column: natural (NBO) charge in e.
Element x y z (Å)
C 2.29 -0.94 -2.15  -0.18
C 2.33 -0.47 -1.02  -0.13
C -2.60 0.34 0.99  -0.62
C -0.50 1.32 -0.05  -0.27
C 2.18 0.19 0.16  -0.39
C -1.58 0.29 -0.10  -0.35
S 2.63 -0.69 1.64  0.08
S -1.09 -1.56 -0.30  -0.12
H 2.61 -1.25 -3.14  0.24
H -2.94 1.32 1.32  0.22
H -2.27 -0.09 1.99  0.22
H -3.45 -0.20 0.55  0.22
H -0.28 1.94 -0.88  0.19
H -0.15 1.52 0.97  0.18
H 2.22 1.27 0.22  0.25
H -2.14 0.45 -0.93  0.20
H 2.50 -1.93 1.24  0.13
H 0.26 -1.49 -0.53  0.15


The relative energies come out as P 0.0; Q 28.3; R 52.7, with values in kcal/mol.


--- P ---
DFT (wB97M-V/def2-TZVPD) results for C2H5NO2S in the gas phase.

The LUMO energy comes out at 0.5 eV. Its HOMO-LUMO gap is 0.406 hartree. The SMILES is CN1CS1(=O)=O. Its spin multiplicity is 1.

Last column: natural (NBO) charge in e.
Element x y z (Å)
C 0.12 1.02 -0.90  -0.55
C -0.99 -0.69 0.65  -0.47
N -0.15 0.55 0.53  -0.58
O 2.56 0.61 0.48  -0.87
O 1.40 -1.35 -0.46  -0.90
S 1.34 0.04 -0.04  2.22
H -0.54 0.61 -1.70  0.23
H -0.14 2.24 -0.86  0.25
H -0.78 -1.05 1.71  0.22
H -1.99 -0.35 0.49  0.21
H -0.84 -1.65 0.09  0.23


--- Q ---
DFT (wB97M-V/def2-TZVPD) results for a molecular structure, C2H5NO2S.

The LUMO energy (spin up / spin down) comes out at -2.0 / -2.0 eV. Its HOMO-LUMO gap (spin up / spin down) is 0.280 / 0.280 hartree. Its spin multiplicity is 1.

Last column: natural (NBO) charge in e.
Element x y z (Å)
C -1.36 0.94 0.08  -0.73
C -0.90 -0.42 -0.21  0.62
N 0.51 -0.44 -0.16  -0.20
O 1.12 -1.65 -0.26  -0.53
O -1.56 -1.36 -0.57  -0.54
S 2.32 0.74 0.44  0.05
H -0.93 1.30 1.04  0.24
H -0.99 1.72 -0.66  0.25
H -2.50 1.11 0.07  0.25
H 1.07 -2.10 0.58  0.46
H 3.22 0.18 -0.35  0.13


The relative energies come out as P 0.0; Q 14.4, with values in kcal/mol.


--- P ---
DFT (wB97M-V/def2-TZVPD) results for 2 unconnected molecules or ions with the total composition C2H5NO2S.

The LUMO energy comes out at 0.4 eV. Its HOMO-LUMO gap is 0.299 hartree. Its spin multiplicity is 1.

Last column: natural (NBO) charge in e.
Element x y z (Å)
C 0.76 -1.81 1.16  0.52
C 0.46 0.43 -0.53  0.14
N -0.48 1.04 0.20  -0.75
O -0.58 -1.91 0.99  -0.73
O 1.36 -0.84 0.63  -0.62
S 1.57 -2.92 2.07  -0.32
H 1.36 0.97 -0.75  0.21
H 0.12 -0.30 -1.25  0.21
H -0.88 -2.70 1.47  0.51
H -1.28 0.49 0.47  0.41
H -0.17 1.72 0.88  0.40


--- Q ---
DFT (wB97M-V/def2-TZVPD) results for C2H5NO2S in the gas phase.

The LUMO energy (spin up / spin down) comes out at -1.1 / 0.5 eV. Its HOMO-LUMO gap (spin up / spin down) is 0.285 / 0.348 hartree. Its spin multiplicity is 1.

Last column: natural (NBO) charge in e.
Element x y z (Å)
C 0.04 0.20 -0.22  -0.11
C 1.04 -0.25 0.77  -0.62
N -1.58 1.87 -0.12  -0.23
O 2.89 0.41 -1.03  -0.82
O -0.37 1.50 0.20  -0.31
S 2.73 0.49 0.40  0.97
H 0.64 0.18 -1.06  0.21
H -0.87 -0.47 -0.52  0.19
H 1.00 -0.25 1.81  0.23
H 1.09 -1.33 0.43  0.23
H -2.04 1.17 -0.78  0.26


The relative energies come out as P 0.0; Q 101.9, with values in kcal/mol.


--- P ---
DFT (wB97M-V/def2-TZVPD) results for C2H2Cl3P in the gas phase.

The LUMO energy comes out at -1.6 eV. Its HOMO-LUMO gap is 0.290 hartree. The SMILES is C=C(Cl)P(Cl)Cl. Its spin multiplicity is 1.

Last column: natural (NBO) charge in e.
Element x y z (Å)
C 1.48 -0.13 0.56  -0.38
C 0.42 0.40 -0.05  -0.39
P -1.05 -0.62 -0.89  0.89
Cl -2.75 -2.00 -0.01  -0.38
Cl 0.46 2.08 -0.43  0.03
Cl -2.29 0.91 -1.01  -0.22
H 1.49 -1.20 0.76  0.22
H 2.24 0.55 1.07  0.23


--- Q ---
DFT (wB97M-V/def2-TZVPD) results for a molecular structure, C2H2Cl3P.

The LUMO energy (spin up / spin down) comes out at -1.5 / -1.5 eV. Its HOMO-LUMO gap (spin up / spin down) is 0.283 / 0.283 hartree. Its spin multiplicity is 1.

Last column: natural (NBO) charge in e.
Element x y z (Å)
C 0.65 0.17 -0.86  -0.22
C -0.18 -0.27 0.35  -0.47
P -0.92 -1.85 0.92  0.64
Cl -0.57 1.16 1.24  0.07
Cl -2.09 -1.14 2.38  -0.24
Cl 1.60 2.15 -1.28  -0.24
H 0.02 0.27 -1.73  0.23
H 1.50 -0.48 -1.02  0.23


The relative energies come out as P 0.0; Q 31.0, with values in kcal/mol.